This record from the Open Molecules 2025 dataset describes a 8-piece molecular cluster, C43H102BrClN2O9P2S2Si overall at a distorted geometry. The level of theory is ωB97M-V/def2-TZVPD.

Each line ends with the Löwdin charge.
Element x y z (Å)
Br 6.84521 -0.57679 4.17061  0.281
Cl 5.00806 -3.72163 4.00240  0.634
S -0.21195 -0.82342 -0.31256  0.728
S 1.81521 -0.73314 -2.54851  0.945
P 3.34240 1.37747 2.83827  0.575
P 6.26491 -0.79274 2.04720  0.361
Si 3.99478 -0.64178 1.99729  0.394
O 12.01035 -0.33595 3.50773  -0.065
O -3.23897 -0.13883 -6.95248  -0.062
O 9.14332 -5.24800 3.10205  -0.058
O -9.85006 -0.77886 0.01052  -0.062
O -4.81700 -1.17007 3.32064  -0.060
O 6.58918 0.70661 1.45424  -0.468
O 3.72300 -1.92530 5.30252  0.083
O 11.83037 2.54004 4.24008  -0.069
O -13.04200 2.67529 -1.20386  -0.061
N -0.79096 -0.05216 -2.76276  -0.198
N 4.42733 2.03494 3.78045  -0.375
C 14.13891 0.13881 2.44370  -0.055
C 13.40585 -0.60532 3.55066  -0.499
C 2.85640 -2.09051 -0.20730  -0.355
C 11.35836 4.54405 5.52190  -0.056
C -5.16328 -2.51741 -1.38328  -0.212
C -6.28033 3.11965 -1.26664  -0.118
C 3.16075 -2.02208 3.00841  -0.295
C -3.90635 3.49141 -2.17141  -0.224
C 13.56247 4.23834 4.32926  -0.055
C -2.65552 2.63434 -2.39859  -0.222
C 0.44859 1.99350 -3.57654  -0.199
C 2.48608 -2.18121 -1.68846  -0.465
C -4.08285 -3.56366 -1.68326  -0.200
C -1.39803 3.48667 -2.59806  -0.205
C -2.63812 0.85255 -7.78934  -0.508
C 9.91851 -4.32869 2.32889  -0.497
C -11.06768 -1.48578 -0.23031  -0.501
C -6.59339 -1.88817 0.66513  -0.109
C -5.22943 2.71712 -2.30543  -0.262
C -3.62520 1.34090 -8.83662  -0.061
C -0.05962 2.77390 -2.36034  -0.200
C -4.46310 -1.55664 4.64575  -0.499
C -1.36141 0.31233 -8.41174  -0.060
C -5.18638 -2.01389 0.07266  -0.269
C 12.41558 3.55758 5.05748  -0.492
C -2.67732 -3.30214 -1.10542  -0.232
C -11.35795 4.38537 -1.56908  -0.061
C 3.85775 -2.39260 4.26423  -0.960
C -1.54678 -3.42017 -2.12242  -0.230
C 13.98056 -0.28185 4.92223  -0.050
C 9.06179 -3.68132 1.25279  -0.065
C -13.58406 4.46718 -2.75228  -0.063
C -4.45925 -3.07125 4.78264  -0.060
C -3.13047 -0.94752 5.05300  -0.061
C 10.57574 -3.28605 3.21644  -0.058
C -1.57011 -2.44908 -3.31096  -0.170
C 3.52395 -0.77364 0.18539  -0.343
C -1.92544 -0.97167 -3.09299  -0.145
C -12.20338 -0.51528 -0.50607  -0.065
C 0.16577 -0.54476 -1.88560  -1.022
C -0.31714 0.70696 -3.92431  -0.228
C -11.37954 -2.42764 0.92187  -0.063
C -12.49922 3.57784 -2.16655  -0.504
H 10.55542 4.02689 6.04592  0.082
H -2.33354 -1.32648 4.40629  0.078
H 4.43284 -0.61245 -0.41170  0.081
H 11.78689 5.29225 6.18934  0.082
H 9.81533 -2.68415 3.72177  0.074
H 3.06640 -2.89827 2.36674  0.061
H -10.54977 -3.11357 1.09250  0.076
H -4.00985 -3.69706 -2.76915  0.101
H -14.38244 3.86358 -3.18318  0.079
H -3.19125 2.12894 -9.45323  0.081
H -4.71266 -1.02402 0.11466  0.104
H 8.45618 -4.73759 3.54645  0.076
H 14.04733 4.97916 4.96567  0.082
H -5.25653 -1.13958 5.26891  0.137
H 14.30793 3.50657 4.01730  0.072
H -4.14719 -1.51372 2.71771  0.074
H -6.92724 -2.83154 1.10635  0.076
H -5.64232 2.89332 -3.30569  0.105
H -13.13009 -1.03969 -0.74426  0.082
H -2.49844 1.96625 -1.54194  0.116
H 8.59657 -4.43911 0.62068  0.077
H 0.70359 3.51437 -2.09474  0.110
H -6.67463 4.11956 -1.47425  0.070
H 13.19130 4.74919 3.43621  0.084
H -5.84503 3.13480 -0.26274  0.070
H -11.72844 5.01199 -0.75257  0.081
H -10.90161 5.03751 -2.31477  0.079
H -2.47386 -4.04057 -0.32055  0.112
H 2.95814 2.14291 1.71720  -0.035
H -3.69581 -3.50374 4.12920  0.080
H -3.91334 0.51559 -9.49373  0.082
H -2.62045 -2.32699 -0.60476  0.058
H 15.04078 -0.53469 4.97857  0.079
H 11.18817 -3.76733 3.98021  0.083
H -0.59135 -3.33438 -1.59663  0.066
H 9.64850 -3.01082 0.62305  0.081
H -12.28034 -3.00995 0.72307  0.078
H -13.18324 5.12109 -3.52770  0.079
H 3.39338 -2.35244 -2.28189  0.078
H -5.03775 1.63962 -2.22404  0.096
H -6.58329 -1.14398 1.46658  0.057
H -5.06678 -1.66454 -2.06746  0.100
H -3.46840 -0.88537 -7.51756  0.086
H 0.30826 0.07099 -4.56975  0.099
H 11.45378 2.96161 3.45827  0.102
H 6.25651 1.40311 2.04729  0.005
H -2.39182 1.67448 -7.11375  0.132
H -2.83543 1.99288 -3.27152  0.103
H -2.87730 -1.19833 6.08386  0.079
H 8.26574 -3.09574 1.72015  0.031
H 2.09141 1.09937 3.44232  -0.039
H 15.20347 -0.10143 2.43908  0.078
H -9.97657 -0.23663 0.79713  0.088
H -0.16823 2.11480 -1.49143  0.090
H -4.24035 -3.37695 5.80656  0.079
H 2.85590 0.06864 -0.03343  0.044
H 0.35109 2.65601 -4.44732  0.113
H -11.54197 -1.85518 1.83972  0.080
H -1.40978 3.91148 -3.61148  0.113
H -4.52659 1.72624 -8.36098  0.080
H -11.95502 0.14531 -1.33437  0.069
H -2.31909 -0.59000 -4.03835  0.108
H -10.86401 -2.07263 -1.12836  0.136
H -3.88877 4.31415 -2.89695  0.111
H -0.59492 -2.48936 -3.81737  0.112
H 12.80649 3.01411 5.91967  0.136
H 13.86820 0.78615 5.12566  0.063
H 14.03086 1.21709 2.59081  0.066
H 13.44793 -0.83351 5.69676  0.082
H 1.51824 1.78660 -3.48062  0.073
H -7.11684 2.41822 -1.25177  0.063
H -14.01703 5.09645 -1.96932  0.080
H 1.82288 -3.03191 -1.87141  0.074
H -0.67689 -0.02767 -7.63402  0.072
H 10.92586 5.06438 4.66253  0.083
H -1.58690 -0.54203 -9.05613  0.082
H 3.53296 -2.93026 0.00777  0.116
H -2.29112 -2.83211 -4.04485  0.108
H -3.15997 0.13741 4.95456  0.078
H -12.38493 0.11489 0.36879  0.080
H -1.19048 0.97999 -4.52247  0.106
H -7.31401 -1.55479 -0.08606  0.057
H -1.56893 -4.43969 -2.53404  0.116
H -0.85706 1.06775 -9.01553  0.081
H -5.42603 -3.48327 4.49375  0.079
H -1.46212 4.34167 -1.91041  0.111
H 4.67147 2.98112 3.50987  -0.043
H 11.89512 0.61271 3.66009  0.048
H 11.20061 -2.60310 2.64298  0.064
H 1.95918 -2.25118 0.39146  0.044
H -13.40934 3.19735 -0.48159  0.088
H -12.10558 2.92648 -2.94943  0.137
H 2.15431 -1.68382 3.28906  0.096
H -4.55987 -2.66073 0.70158  0.094
H 13.71986 -0.11631 1.47006  0.079
H -2.71870 -0.84065 -2.34745  0.108
H -6.13421 -2.97322 -1.61431  0.106
H 13.48524 -1.68110 3.37432  0.129
H -4.44074 -4.52467 -1.29290  0.110
H 10.68501 -4.94923 1.85974  0.134
H -10.59076 3.72295 -1.16881  0.076
H -3.85106 3.94366 -1.17278  0.109

Forces on atoms 1 to 2 (eV/Å):
Br 0.0 0.0 0.2
Cl 0.5 -0.6 -0.1

Properties
SMILES	CCCCCCCCN(CCCCCCCC)C(=S)SCCC[Si@](CC(=O)Cl)([PH2]=N)P(O)Br.CC(C)O.CC(C)O.CC(C)O.CC(C)O.CC(C)O.CC(C)O.CC(C)O
Kohn-Sham gap	8.14	eV

***

This record from the Open Molecules 2025 dataset describes a 8-piece molecular cluster, C43H102N6O10 overall at a distorted geometry. The level of theory is ωB97M-V/def2-TZVPD.

Each line ends with the Löwdin charge.
Element x y z (Å)
O 13.14495 13.98158 14.47627  -0.197
O 15.46033 12.12014 14.03399  -0.021
O 9.14179 9.44016 14.13842  -0.173
O 13.25680 20.38813 13.98595  -0.076
O 15.66729 18.78966 12.04055  -0.052
O 8.71353 15.47848 15.65696  -0.213
O 11.17778 18.92914 12.80923  -0.133
O 13.48083 15.66756 9.46795  -0.016
O 17.70160 16.97584 9.51635  -0.065
O 18.40026 12.20914 15.61442  -0.029
N 8.40319 18.11319 13.04752  0.033
N 14.71146 10.94136 14.01996  -0.104
N 12.37852 15.79526 8.63753  -0.120
N 13.28449 17.02078 12.38706  0.084
N 10.15109 11.20286 17.28274  0.049
N 18.98489 13.41232 15.90196  -0.086
C 9.24496 10.86064 16.20967  -0.415
C 12.64064 18.16754 8.18446  -0.034
C 19.47006 16.24958 16.05649  -0.190
C 9.08015 15.54910 17.06458  -0.087
C 10.59224 17.05982 7.45521  -0.146
C 13.93873 8.26468 13.61029  -0.172
C 19.36274 14.14616 14.64560  -0.502
C 8.91693 16.72218 14.96708  -0.166
C 11.98787 13.33194 14.96430  -0.107
C 13.47845 11.69024 12.02848  -0.016
C 8.05625 8.56490 14.53504  -0.088
C 11.00860 17.43284 9.94082  -0.041
C 8.56316 15.73918 12.58210  -0.038
C 10.57980 14.60620 7.39089  -0.150
C 12.63079 13.37534 8.05334  -0.013
C 8.80763 12.24672 15.70051  -0.050
C 11.60313 14.50638 8.50498  -0.444
C 9.92079 9.89327 15.23222  -0.219
C 15.03461 10.74900 16.44297  -0.020
C 13.82431 16.01340 13.30552  -0.369
C 14.04077 8.88984 15.03915  -0.112
C 16.50002 9.38390 14.98655  -0.031
C 20.28631 13.17208 13.88458  -0.041
C 18.21445 14.34524 13.65750  -0.029
C 9.70653 15.87066 7.52227  -0.202
C 13.33396 9.33470 12.74916  -0.145
C 10.87040 20.16194 13.41550  -0.237
C 16.82204 14.72654 16.74747  -0.009
C 16.48163 17.16834 10.30049  -0.209
C 16.67210 18.29320 11.27518  -0.300
C 8.13508 16.81086 13.60640  -0.397
C 20.14727 15.42044 14.94599  -0.123
C 18.29965 14.19068 17.00595  -0.470
C 12.10006 21.08152 13.41512  -0.185
C 18.35325 13.48516 18.29035  -0.072
C 10.97335 14.11344 9.86407  -0.027
C 11.65527 17.11418 8.62995  -0.472
C 12.70153 14.98066 13.58395  -0.195
C 15.57995 10.19172 11.80576  -0.013
C 15.08272 10.02612 15.09106  -0.490
C 19.17659 15.46804 17.33606  -0.133
C 14.32766 10.52172 12.66149  -0.447
C 14.33885 16.62634 14.64020  -0.030
H 19.38229 13.15892 18.44118  0.097
H 7.06766 16.73252 13.81274  0.135
H 16.98370 9.06418 15.90955  0.085
H 14.08105 12.59812 12.00190  0.072
H 17.11484 19.11752 10.71610  0.130
H 8.72571 17.65122 15.50415  0.124
H 10.37845 18.39761 12.82193  0.033
H 11.11854 16.63764 10.67817  0.052
H 9.49915 12.88128 15.14623  0.044
H 12.97175 19.47360 14.04902  0.036
H 9.90334 17.90158 7.52572  0.119
H 21.20298 13.05972 14.46355  0.083
H 17.21904 10.10632 14.60025  0.069
H 9.88543 13.76630 7.36828  0.119
H 13.29133 11.47088 10.97731  0.084
H 9.65314 15.74494 12.57967  0.058
H 20.51835 13.61892 12.91784  0.082
H 8.38154 10.35144 16.63784  0.129
H 12.31241 12.48960 15.57522  0.071
H 12.37012 21.33828 12.39079  0.108
H 9.16043 15.81662 8.46405  0.102
H 8.16263 18.19854 12.07030  0.090
H 11.25024 13.01564 14.22677  0.081
H 11.97802 22.08712 13.81759  0.114
H 12.53461 17.58056 12.76710  0.033
H 17.68180 12.62652 18.28736  0.079
H 20.17314 17.03652 16.32944  0.107
H 8.03243 12.17020 14.93807  0.079
H 12.25781 12.40966 8.39455  0.068
H 16.69243 8.52861 14.33883  0.068
H 10.42034 9.03640 15.68425  0.119
H 13.59872 18.24178 8.69892  0.073
H 10.04590 15.93396 17.39216  0.090
H 15.60382 17.43594 9.71231  0.104
H 13.08480 9.30191 15.36229  0.100
H 20.19779 15.10900 17.46387  0.114
H 16.26324 9.52764 12.33512  0.063
H 8.35327 16.18494 17.57001  0.080
H 8.84786 14.57566 17.49654  0.070
H 18.46472 16.64688 9.99700  0.075
H 8.39038 12.87164 16.49012  0.060
H 13.07168 15.74326 10.33308  0.049
H 17.55384 15.12740 14.03155  0.064
H 17.64509 13.42596 13.52017  0.074
H 10.85816 10.24806 14.80378  0.100
H 9.03266 15.87088 6.66553  0.114
H 14.35931 8.09802 15.71711  0.118
H 17.52278 12.37056 15.26006  0.050
H 15.35094 9.62886 10.90085  0.078
H 10.35249 10.27845 17.63631  0.071
H 16.16674 11.01546 11.39929  0.082
H 7.47979 8.14876 13.70883  0.085
H 16.19646 13.85604 16.54997  0.064
H 18.89101 16.05266 18.21057  0.121
H 11.02630 17.04246 6.45551  0.119
H 7.78704 18.77062 13.50386  0.092
H 18.63922 14.69900 12.71808  0.081
H 13.26830 8.89056 11.75592  0.118
H 12.11809 19.10062 8.39520  0.083
H 15.10320 9.97334 17.20571  0.088
H 18.60248 16.70398 15.57802  0.098
H 10.45415 19.94366 14.39895  0.114
H 13.59346 13.46882 8.55598  0.071
H 15.22944 17.25111 14.57231  0.073
H 12.31226 9.61063 13.01012  0.111
H 9.94096 17.64062 9.86969  0.081
H 14.82683 12.79564 14.28695  0.071
H 21.20076 15.21290 15.13358  0.118
H 14.08244 17.59734 12.16129  0.046
H 11.81274 15.52996 13.89448  0.107
H 14.50227 15.92894 15.46180  0.058
H 10.26015 14.82414 10.28165  0.044
H 11.46827 18.34446 10.32257  0.073
H 9.97087 16.50874 14.78893  0.107
H 16.70432 15.37528 15.87951  0.038
H 11.49418 14.03364 15.63660  0.091
H 11.67384 13.90790 10.67349  0.060
H 12.68066 13.31264 6.96629  0.072
H 8.21578 15.79580 11.55049  0.079
H 18.06629 14.13002 19.12095  0.090
H 7.35453 8.95674 15.27136  0.077
H 13.33451 7.36238 13.51621  0.107
H 13.56714 17.35104 14.89981  0.068
H 16.27972 16.21904 10.79664  0.112
H 20.01814 16.02988 14.05155  0.115
H 10.32269 13.25252 9.71062  0.087
H 19.81168 12.20024 13.74904  0.080
H 12.59916 11.94030 12.62214  0.067
H 10.06022 20.54802 12.79690  0.115
H 14.10897 11.29840 16.61460  0.075
H 12.45984 14.40298 12.69178  0.099
H 17.42376 17.92168 11.97165  0.115
H 15.89112 11.38946 16.65342  0.061
H 16.40326 15.29528 17.57768  0.089
H 12.78267 18.19079 7.10401  0.083
H 8.32159 14.77692 13.03355  0.079
H 10.99095 11.45598 16.78208  0.040
H 14.64216 15.43708 12.87297  0.129
H 15.64022 19.74914 12.02373  0.106
H 10.97133 14.61186 6.37365  0.116
H 14.88153 7.81930 13.29271  0.103
H 8.48539 7.66914 14.98396  0.081

Forces on atoms 1 to 2 (eV/Å):
O -0.6 0.0 0.3
O 1.0 -0.1 -0.2

Properties
SMILES	CC1(C)CCCC(C)(C)N1O.CC1(C)CCCC(C)(C)N1O.CC1(C)CCCC(C)(C)N1O.COC[C@H](C)N.COC[C@H](C)N.COC[C@H](C)N.OCCO.OCCO
relative energy (zero: lowest compared OMol25 entry of this formula, charge and spin)	9.8	kcal per mole
Kohn-Sham gap	8.11	eV